[1]
C16H17FN2O4S | the ωB97M-V functional and the def2-TZVPD basis

Calculated values
HOMO-LUMO gap, eV: 8.68
E_HOMO, Ha: -0.3306
DFT total energy, hartree: -1528.4335
ΔE to the lowest compared entry with this formula, charge and spin, kcal/mol: 0.0

Geometry as ORCA input:
```
! RIJCOSX wB97M-V def2-TZVPD def2/J DEFGRID3
* xyz 0 1
C -2.037 -1.625 4.141
C -3.456 -1.691 3.582
C -3.806 -0.527 2.649
C -3.450 -0.773 1.179
N -2.031 -0.932 0.964
C -1.248 0.055 0.525
O -1.659 1.167 0.199
C 0.183 -0.304 0.430
O 0.547 -1.541 0.811
N 1.866 -1.709 0.601
C 2.341 -0.602 0.098
C 3.736 -0.498 -0.365
S 3.826 -1.145 -2.091
C 2.861 0.128 -2.891
C 3.482 1.276 -3.358
C 2.736 2.294 -3.922
C 1.360 2.173 -4.029
C 0.726 1.028 -3.581
C 1.484 0.016 -3.021
F 0.845 -1.089 -2.572
C 1.295 0.376 -0.025
C 1.484 1.784 -0.483
O 2.591 2.219 -0.688
O 0.408 2.526 -0.641
H -1.283 -1.691 3.361
H -1.888 -0.692 4.679
H -1.873 -2.446 4.836
H -4.148 -1.678 4.426
H -3.604 -2.638 3.058
H -3.304 0.380 2.989
H -4.881 -0.345 2.686
H -3.956 -1.672 0.817
H -3.769 0.085 0.582
H -1.608 -1.815 1.206
H 4.389 -1.151 0.209
H 4.082 0.533 -0.370
H 4.552 1.365 -3.256
H 3.228 3.190 -4.266
H 0.774 2.973 -4.453
H -0.344 0.910 -3.647
H -0.451 2.089 -0.368
*
```

Quick look at the Mulliken charges, all values in e:
1 C -0.9745
2 C -0.4688
3 C -0.4757
4 C -1.0014
5 N -0.0982
6 C 0.5442
7 O -0.8383
8 C 0.4579
9 O -0.2130
10 N -0.8310
11 C 0.2879
12 C -0.7683
13 S -0.1405
14 C 0.1430
15 C -0.3407
16 C -0.5102
17 C -0.4794
18 C -0.5658
19 C 0.5368
20 F -0.4047
21 C 0.4853
22 C 0.5763
23 O -0.5327
24 O -0.5909
25 H 0.1419
26 H 0.3006
27 H 0.3573
28 H 0.3246
29 H 0.2933
30 H 0.3115
31 H 0.3493
32 H 0.3873
33 H 0.3922
34 H 0.3552
35 H 0.4818
36 H 0.3225
37 H 0.4430
38 H 0.3817
39 H 0.3805
40 H 0.4783
41 H 0.5019

[2]
C16H17FN2S | the ωB97M-V functional and the def2-TZVPD basis

Calculated values
HOMO-LUMO gap, eV: 8.72
E_HOMO, Ha: -0.2961
DFT total energy, hartree: -1227.4942
ΔE to the lowest compared entry with this formula, charge and spin, kcal/mol: 0.0

Geometry as ORCA input:
```
! RIJCOSX wB97M-V def2-TZVPD def2/J DEFGRID3
* xyz 0 1
C -0.392 3.375 -2.809
C 0.409 2.194 -2.355
C 1.769 2.122 -2.608
C 2.494 1.023 -2.184
F 3.821 0.981 -2.430
C 1.896 -0.033 -1.525
C 0.538 0.028 -1.275
C -0.210 1.138 -1.665
N -1.584 1.210 -1.428
C -2.302 0.707 -0.383
S -3.947 0.600 -0.517
N -1.652 0.375 0.740
C -2.312 -0.255 1.860
C -1.284 -0.633 2.926
C -0.171 -1.454 2.331
C -0.411 -2.752 1.894
C 0.596 -3.493 1.304
C 1.860 -2.949 1.147
C 2.112 -1.661 1.585
C 1.099 -0.918 2.167
H -0.986 3.777 -1.989
H 0.262 4.158 -3.183
H -1.074 3.091 -3.611
H 2.274 2.919 -3.131
H 2.476 -0.889 -1.225
H 0.053 -0.811 -0.800
H -2.155 1.622 -2.153
H -0.655 0.521 0.804
H -3.064 0.427 2.273
H -2.842 -1.144 1.498
H -1.792 -1.197 3.709
H -0.875 0.276 3.372
H -1.394 -3.183 2.020
H 0.395 -4.499 0.967
H 2.647 -3.531 0.689
H 3.096 -1.231 1.474
H 1.306 0.088 2.509
*
```

Quick look at the Mulliken charges, all values in e:
1 C -1.6126
2 C 0.8943
3 C -0.7772
4 C 0.2345
5 F -0.3495
6 C -0.8905
7 C -0.4640
8 C -0.0007
9 N -0.1002
10 C 0.0272
11 S -0.4252
12 N -0.0323
13 C -0.8422
14 C -1.3115
15 C 0.4974
16 C -0.2921
17 C -0.6977
18 C -0.3713
19 C -0.7374
20 C -0.0546
21 H 0.3464
22 H 0.4112
23 H 0.3668
24 H 0.4151
25 H 0.5993
26 H 0.8602
27 H 0.3210
28 H 0.2811
29 H 0.5019
30 H 0.4615
31 H 0.3967
32 H 0.3495
33 H 0.4124
34 H 0.3981
35 H 0.4268
36 H 0.3959
37 H 0.3616

[3]
C16H17FN4OS | the ωB97M-V functional and the def2-TZVPD basis

Calculated values
HOMO-LUMO gap, eV: 8.27
E_HOMO, Ha: -0.3147
DFT total energy, hartree: -1412.1998
ΔE to the lowest compared entry with this formula, charge and spin, kcal/mol: 24.5

Geometry as ORCA input:
```
! RIJCOSX wB97M-V def2-TZVPD def2/J DEFGRID3
* xyz 0 1
C -4.188 -0.829 0.163
C -2.999 -0.048 -0.397
N -1.723 -0.707 -0.184
C -1.168 -1.470 -1.292
C -1.958 -2.731 -1.621
C -1.019 -0.660 0.961
O 0.024 -1.269 1.133
C -1.513 0.262 2.068
S -1.255 2.017 1.594
C 0.283 1.901 0.711
N 1.304 1.327 1.374
C 2.462 0.745 0.840
C 3.602 0.711 1.639
C 4.762 0.125 1.174
C 4.766 -0.433 -0.092
F 5.895 -1.007 -0.550
C 3.638 -0.432 -0.892
C 2.481 0.158 -0.422
C 0.339 2.481 -0.531
C 1.539 2.723 -1.226
N 2.502 2.958 -1.805
C -0.840 2.875 -1.189
N -1.803 3.137 -1.756
H -4.078 -1.013 1.229
H -5.096 -0.255 0.004
H -4.295 -1.790 -0.332
H -2.978 0.954 0.038
H -3.122 0.076 -1.475
H -0.153 -1.749 -1.000
H -1.123 -0.816 -2.169
H -2.938 -2.491 -2.027
H -2.078 -3.343 -0.730
H -1.415 -3.308 -2.364
H -2.577 0.180 2.271
H -0.950 0.043 2.976
H 1.179 1.193 2.369
H 3.578 1.148 2.626
H 5.655 0.096 1.778
H 3.669 -0.892 -1.866
H 1.590 0.133 -1.027
*
```

Quick look at the Mulliken charges, all values in e:
1 C -1.2117
2 C -0.7350
3 N 0.6286
4 C -0.5828
5 C -1.4199
6 C 0.7038
7 O -0.6281
8 C -0.9893
9 S -0.1497
10 C 0.5820
11 N -0.0304
12 C -0.3189
13 C -0.5301
14 C -0.6422
15 C 0.2553
16 F -0.3385
17 C -0.8698
18 C 0.3705
19 C 0.3528
20 C 0.0504
21 N -0.5463
22 C -0.0718
23 N -0.5672
24 H 0.2351
25 H 0.4304
26 H 0.3081
27 H 0.3647
28 H 0.4049
29 H 0.3416
30 H 0.3981
31 H 0.3124
32 H 0.3352
33 H 0.4351
34 H 0.3218
35 H 0.5173
36 H 0.2999
37 H 0.4040
38 H 0.4459
39 H 0.4531
40 H 0.6808

[4]
C16H17FeN8S2 | the ωB97M-V functional and the def2-TZVPD basis

Calculated values
HOMO-LUMO gap (spin up / spin down), eV: 7.76 / 6.58
E_HOMO (spin up / spin down), Ha: -0.2987 / -0.3031
⟨S²⟩: 8.767
DFT total energy, hartree: -3117.9798
ΔE to the lowest compared entry with this formula, charge and spin, kcal/mol: 13.8

Geometry as ORCA input:
```
! RIJCOSX wB97M-V def2-TZVPD def2/J DEFGRID3
* xyz 0 6
Fe 0.352 0.515 0.229
C 0.623 3.472 -0.347
C 0.931 3.410 1.152
N 1.061 2.013 1.675
C 0.416 1.801 3.012
C -1.127 1.777 2.827
N -1.484 1.181 1.488
C -2.427 1.951 0.641
C -1.784 2.607 -0.571
N -0.301 2.401 -0.758
H 0.235 4.471 -0.643
H 1.528 3.297 -0.907
H 1.915 3.887 1.176
H 0.187 3.981 1.637
H 2.040 1.814 1.832
H 0.733 0.845 3.396
H 0.781 2.605 3.719
H -1.530 1.249 3.687
H -1.534 2.789 2.767
H -1.966 0.348 1.752
H -3.150 1.241 0.165
H -3.020 2.710 1.176
H -2.302 2.146 -1.476
H -2.030 3.701 -0.466
H -0.187 2.197 -1.745
S -0.712 -0.472 -1.655
C -0.680 -2.204 -1.381
C -0.800 -3.133 -2.421
C -0.772 -4.534 -2.191
C -0.760 -5.457 -3.273
N -0.621 -6.176 -4.179
C -0.728 -4.994 -0.861
C -0.670 -4.086 0.194
C -0.435 -2.671 -0.078
S 0.031 -1.565 1.142
C -0.540 -6.408 -0.680
N -0.313 -7.545 -0.745
H -1.169 -2.790 -3.380
H -0.732 -4.451 1.274
N 6.103 -0.467 -2.741
C 5.177 -0.695 -2.008
N 4.117 -0.986 -1.275
C 3.252 -0.145 -0.819
N 2.292 0.370 -0.340
*
```

Quick look at the Mulliken charges, all values in e:
1 Fe 0.8930
2 C -0.8966
3 C -0.6236
4 N -0.2189
5 C -0.8570
6 C -0.6373
7 N -0.3731
8 C -0.6906
9 C -0.5406
10 N -0.3673
11 H 0.3666
12 H 0.5206
13 H 0.3937
14 H 0.3390
15 H 0.3763
16 H 0.5000
17 H 0.3411
18 H 0.3667
19 H 0.3216
20 H 0.3851
21 H 0.3405
22 H 0.3306
23 H 0.3733
24 H 0.3110
25 H 0.4591
26 S -0.4839
27 C 0.4265
28 C -0.9420
29 C 0.5922
30 C -0.1662
31 N -0.4797
32 C 0.5755
33 C -0.7994
34 C 0.5876
35 S -0.4470
36 C -0.0677
37 N -0.4781
38 H 0.4056
39 H 0.3494
40 N -0.5230
41 C 0.4936
42 N -0.5521
43 C 0.6237
44 N -0.5281